Entry 1:
Density functional theory data (ωB97M-V with the def2-TZVPD basis set) for a gas-phase ion, C4H11N2O (charge -1) in a non-equilibrium geometry.

Summary:
total charge = -1
E = -9351.9419 eV
2S+1 = 1
LUMO energy = 4.2 eV
highest occupied orbital energy = -0.0936 Ha
HOMO-LUMO gap = 6.73 eV

Structure (XYZ):
```
18
Properties=species:S:1:pos:R:3:nbo_charge:R:1
C 0.03 -0.77 0.94 -0.21
N 0.03 -2.24 0.62 -0.88
C -0.53 0.27 -0.03 -0.05
C -1.82 0.97 0.66 -0.66
N 0.60 1.18 -0.38 -0.69
C 1.68 0.51 -1.22 0.14
O 1.21 -0.34 -2.14 -0.96
H 0.90 -0.42 1.37 0.18
H -0.72 -0.60 1.81 0.14
H 0.15 -2.36 -0.47 0.38
H 0.75 -2.77 0.98 0.34
H -0.95 -0.24 -0.91 0.19
H -2.59 1.31 -0.08 0.18
H -1.25 1.88 0.89 0.23
H -2.28 0.24 1.28 0.21
H 0.14 1.83 -0.91 0.33
H 2.16 1.48 -1.76 0.03
H 2.49 0.07 -0.66 0.09
```

Entry 2:
Density functional theory data (ωB97M-V with the def2-TZVPD basis set) for a molecular structure, C17H13ClN13O5SV in a non-equilibrium geometry.

Summary:
total charge = -2
E = -96497.0359 eV
2S+1 = 3
LUMO energy (spin up / spin down) = 4.6 / 4.4 eV
highest occupied orbital energy (spin up / spin down) = -0.0931 / -0.1046 Ha
HOMO-LUMO gap (spin up / spin down) = 7.10 / 7.24 eV

Structure (XYZ):
```
51
Properties=species:S:1:pos:R:3:lowdin_spin:R:1
V 0.87 -0.05 -0.56 1.64
O -0.15 -1.14 4.90 0.00
C -1.29 -0.44 4.82 0.00
C -1.93 -0.05 6.00 0.00
C -3.13 0.63 5.96 0.00
C -3.70 0.96 4.74 0.00
C -3.07 0.61 3.57 0.00
C -1.85 -0.08 3.59 0.00
C -1.14 -0.48 2.33 -0.01
O -0.33 -1.43 2.39 0.00
N -1.56 0.19 1.25 -0.01
N -0.98 0.11 0.04 -0.02
C -1.82 0.22 -0.94 0.07
C -1.38 0.16 -2.30 0.01
C -2.23 0.47 -3.37 0.01
C -1.71 0.46 -4.65 0.00
C -0.37 0.15 -4.84 0.01
C 0.39 -0.15 -3.73 0.00
N -0.10 -0.17 -2.50 0.01
H 0.04 -1.42 3.95 0.00
H -1.46 -0.32 6.94 0.00
H -3.62 0.91 6.89 0.00
H -4.64 1.50 4.72 0.00
H -3.49 0.84 2.60 0.00
H -2.87 0.36 -0.71 0.00
H -3.24 0.77 -3.17 0.00
H -2.34 0.73 -5.49 0.00
H 0.08 0.18 -5.83 0.00
H 1.45 -0.37 -3.82 0.00
N 2.82 -2.73 -0.22 0.00
C 3.37 -1.71 -0.99 0.01
N 4.62 -1.68 -1.43 0.00
N 4.70 -0.54 -2.13 0.01
N 3.57 0.07 -2.11 0.01
N 2.69 -0.64 -1.39 0.00
C 1.47 -2.95 -0.34 0.00
N 0.88 -4.13 -0.30 0.00
N -0.43 -3.86 -0.52 0.00
N -0.60 -2.60 -0.67 0.01
N 0.58 -1.97 -0.56 0.00
H 3.39 -3.54 -0.08 0.00
Cl 2.27 3.92 -4.16 0.00
C 2.28 3.05 -2.61 0.00
C 0.88 2.55 -2.19 0.00
O -0.11 2.85 -2.85 0.00
O 0.92 1.87 -1.11 0.03
H 2.66 3.73 -1.85 0.00
H 2.95 2.19 -2.69 0.00
O 2.56 2.10 2.33 0.19
S 2.43 0.64 2.16 0.18
N 1.68 0.23 0.90 -0.16
```

Entry 3:
Density functional theory data (ωB97M-V with the def2-TZVPD basis set) for a molecular structure, C20H18AsMoN4OS2 in a non-equilibrium geometry.

Summary:
total charge = +1
E = -113393.8190 eV
2S+1 = 1
LUMO energy (spin up / spin down) = -4.1 / -4.1 eV
highest occupied orbital energy (spin up / spin down) = -0.4070 / -0.4086 Ha
HOMO-LUMO gap (spin up / spin down) = 6.95 / 7.01 eV

Structure (XYZ):
```
47
Properties=species:S:1:pos:R:3:nbo_charge:R:1
Mo -1.18 1.96 1.16 0.05
S -3.23 1.34 0.37 0.01
C -3.14 -0.38 -0.07 -0.14
C -4.25 -1.06 -0.55 -0.16
C -4.14 -2.41 -0.88 -0.09
C -5.29 -3.11 -1.37 0.24
N -6.21 -3.66 -1.77 -0.22
C -2.91 -3.08 -0.74 -0.13
C -1.80 -2.39 -0.27 -0.07
C -1.93 -1.06 0.06 -0.25
S -0.64 0.00 0.61 1.00
C -2.78 -4.46 -1.09 0.24
N -2.64 -5.57 -1.36 -0.23
H -5.20 -0.56 -0.66 0.25
H -0.84 -2.89 -0.18 0.25
O 0.47 -1.08 1.10 -0.70
C 1.71 -1.47 0.58 0.37
C 2.46 -2.07 1.58 -0.25
C 3.72 -2.57 1.32 -0.18
C 4.24 -2.47 0.04 -0.21
C 3.49 -1.88 -0.95 -0.16
C 2.21 -1.35 -0.72 -0.17
C 1.49 -0.77 -1.86 0.33
N 0.19 -0.57 -1.94 -0.50
C -0.05 -0.04 -3.18 -0.09
C 1.12 0.08 -3.86 -0.08
N 2.10 -0.39 -3.02 -0.51
H 2.03 -2.14 2.57 0.24
H 4.29 -3.04 2.12 0.23
H 5.22 -2.87 -0.19 0.23
H 3.90 -1.85 -1.95 0.21
H -1.04 0.22 -3.50 0.22
H 1.35 0.44 -4.85 0.23
H 3.08 -0.42 -3.22 0.43
C 2.36 4.00 1.98 -0.88
As 0.47 3.67 1.90 0.98
C -0.60 3.27 3.48 -0.91
C -0.71 4.68 0.72 -0.88
H 2.66 4.90 2.51 0.25
H 2.66 4.05 0.94 0.26
H 2.77 3.11 2.44 0.26
H -1.16 4.11 3.89 0.27
H 0.00 2.81 4.26 0.28
H -1.38 2.49 3.21 0.21
H -1.21 5.56 1.12 0.26
H -1.52 3.97 0.40 0.21
H -0.16 4.94 -0.18 0.27
```

Entry 4:
Density functional theory data (ωB97M-V with the def2-TZVPD basis set) for C6H11NO in the gas phase in a non-equilibrium geometry.

Summary:
total charge = 0
E = -9932.0240 eV
2S+1 = 1
LUMO energy = 1.0 eV
highest occupied orbital energy = -0.3214 Ha
HOMO-LUMO gap = 9.72 eV

Structure (XYZ):
```
19
Properties=species:S:1:pos:R:3:nbo_charge:R:1
C -1.50 0.74 0.16 -0.53
C -1.58 -0.72 0.17 -0.04
C 0.81 -1.17 -0.11 0.04
C 0.93 -0.06 1.13 -0.26
C -0.36 1.46 -0.39 -0.21
C 1.55 0.02 -0.66 -0.24
H -1.69 0.95 1.23 0.21
H -2.45 0.97 -0.06 0.24
H -2.61 -1.44 0.01 0.20
H -1.23 -1.21 1.10 0.16
H 1.01 -2.15 0.20 0.20
H 2.02 -0.12 1.61 0.20
H 0.24 -0.25 1.95 0.21
H -0.58 2.67 -0.39 0.22
H -0.24 1.17 -1.50 0.20
H 2.63 -0.30 -0.35 0.22
H 1.16 0.34 -1.73 0.20
N 1.00 1.03 0.20 -0.45
O -0.54 -1.18 -0.66 -0.58
```

The following energy relative to the best compared isomer or geometry (same formula, charge and spin) values (in kJ/mol) correspond, in order, to the records above: 245.9; 165.6; 638.1; 620.4.